P) Entry from the Open Molecules 2025 dataset: a structure of composition C5H15N3 (ωB97M-V with the def2-TZVPD basis set).

Last column: Löwdin charge in e.
Positions of all 23 atoms, in Å:
C: 2.37 0.19 -1.49  0.0022
C: 1.89 -0.42 -0.20  -0.1093
C: 0.60 -0.19 0.51  -0.1719
C: -0.64 -0.88 -0.11  -0.1582
N: -1.72 -0.03 0.33  0.2051
C: -2.93 -0.08 -0.39  -0.2279
N: -3.96 0.64 0.26  0.1453
N: 3.73 0.65 1.05  0.2131
H: 3.12 0.98 -1.32  0.1256
H: 1.60 0.79 -1.93  0.1037
H: 2.07 -1.47 0.06  0.1594
H: 2.67 -0.52 -2.25  0.1151
H: 0.29 0.85 0.68  0.1369
H: 0.64 -0.52 1.57  0.1538
H: -0.74 -1.89 0.32  0.1641
H: -0.53 -0.96 -1.27  0.1829
H: -3.10 -1.16 -0.63  0.2168
H: -2.77 0.53 -1.30  0.2230
H: -4.88 0.83 -0.17  0.1487
H: -3.86 0.70 1.28  0.1318
H: 3.79 1.18 1.92  0.0919
H: 2.71 0.08 0.58  0.0496
H: 4.66 0.23 0.95  0.0980

Properties
Lowest unoccupied orbital energy, eV: -11.547
HOMO, eV: -18.0
HOMO-LUMO gap, Eh: 0.236
Multiplicity: 1
Total charge: +2

Q) Entry from the Open Molecules 2025 dataset: the ion C5H15N3 with charge +2 (ωB97M-V with the def2-TZVPD basis set).

Last column: Löwdin charge in e.
Positions of all 23 atoms, in Å:
C: 0.30 -0.50 -1.63  -0.0611
C: -1.02 -0.02 -1.08  -0.3678
N: -2.05 -1.03 -1.52  0.2454
C: -1.01 0.57 0.30  -0.1445
C: 0.25 0.42 1.12  -0.2670
N: 0.45 -0.93 1.69  0.2269
C: 1.19 1.43 1.14  -0.0678
N: 2.48 1.31 1.57  0.1516
H: 0.85 -1.29 -1.16  0.0602
H: 1.02 0.55 -1.73  0.1873
H: 0.28 -0.82 -2.77  0.1324
H: -1.29 0.96 -1.72  0.1996
H: -2.97 -0.67 -1.68  0.1703
H: -2.08 -1.88 -1.05  0.1518
H: -1.68 -1.33 -2.44  0.1746
H: -1.99 0.42 0.72  0.1200
H: -1.24 1.75 0.15  0.1894
H: 1.16 -0.85 2.55  0.2377
H: -0.44 -1.31 2.16  0.2157
H: 0.81 -1.66 1.20  0.1076
H: 1.04 2.33 0.57  0.1480
H: 2.94 0.49 1.99  0.1350
H: 3.00 2.07 1.63  0.0546

Properties
Lowest unoccupied orbital energy, eV: -7.114
HOMO, eV: -16.3
SMILES string: C[C@@H]([NH3+])C/C([NH3+])=C/N
HOMO-LUMO gap, Eh: 0.339
Multiplicity: 1
Total charge: +2

Least stable of them? P).